Molecular formula: C4H7ClNO
Method: DFT, ωB97M-V/def2-TZVPD

Calculated values
Highest occupied orbital energy (alpha / beta) = -13.18 / -13.18 eV
Energy = -746.38629 Ha
Relative energy (zero: lowest compared OMol25 entry of this formula, charge and spin) = 325.25 kJ/mol
Gap between HOMO and LUMO (alpha / beta) = 0.3091 / 0.3089 hartree
2S+1 = 1
Total charge = +1

XYZ file:
```
14
C4H7ClNO | OMol25 | ωB97M-V/def2-TZVPD
C 2.29 -0.62 0.19
C -0.31 1.18 -0.41
C -1.40 0.03 -0.75
C 0.11 0.30 0.75
N -0.78 -0.83 0.37
O 2.29 -1.79 0.00
Cl 3.40 0.65 0.13
H 0.50 1.35 -1.31
H -0.74 2.17 -0.13
H -2.33 0.29 -0.22
H -1.47 -0.57 -1.64
H 0.08 0.78 1.67
H -1.37 -1.13 1.21
H -0.26 -1.82 0.16
```